The following is a quantum chemistry calculation of a structure of composition C29H41B2BaF9N6O5Te in a non-equilibrium geometry, from the Open Molecules 2025 dataset.

```
94
Properties=species:S:1:pos:R:3:forces:R:3
Ba -0.132 -0.956 -1.220 0.457 0.830 -0.487
C 3.125 3.442 -2.587 0.001 -0.003 0.001
C 2.090 2.370 -2.473 0.018 -0.008 -0.012
N 1.654 1.911 -1.295 0.016 -0.021 -0.010
O 2.019 2.647 -0.302 -0.003 0.007 -0.025
B 1.433 2.267 1.105 -0.006 -0.015 0.032
F 2.077 3.101 1.975 0.001 0.002 -0.001
F 1.731 0.935 1.305 -0.003 -0.034 -0.019
O 0.005 2.558 1.141 0.012 0.004 -0.044
N -0.673 2.114 0.042 -0.016 -0.039 -0.029
C -1.892 2.491 -0.017 -0.002 0.011 0.000
C -2.592 3.290 1.038 0.005 0.005 -0.001
C -2.592 2.176 -1.299 0.020 0.021 -0.015
N -2.011 1.341 -2.069 -0.073 -0.125 0.022
O -2.582 1.217 -3.313 -0.019 0.035 0.032
B -1.803 0.318 -4.136 0.030 -0.104 -0.014
F -1.527 -0.885 -3.459 -0.025 -0.116 -0.074
F -2.374 0.146 -5.350 -0.012 0.026 0.000
O -0.407 0.978 -4.433 -0.012 0.009 0.007
N 0.389 1.071 -3.417 -0.052 -0.020 -0.029
C 1.420 1.890 -3.628 0.002 -0.009 0.002
C 1.742 2.427 -4.983 0.015 -0.003 0.006
C -3.853 2.902 -1.648 0.013 0.011 -0.006
H 3.581 3.638 -1.623 0.003 -0.002 0.001
H 2.676 4.368 -2.952 0.000 0.004 0.008
H 3.892 3.147 -3.303 -0.001 0.004 0.000
H -1.885 3.614 1.794 -0.009 0.002 0.001
H -3.360 2.676 1.516 0.004 0.001 -0.004
H -3.083 4.162 0.607 0.001 0.003 -0.001
H 1.267 1.830 -5.754 0.003 -0.005 0.001
H 2.820 2.440 -5.138 -0.004 0.009 -0.001
H 1.383 3.455 -5.079 -0.015 -0.004 -0.005
H -4.523 2.933 -0.789 -0.002 0.000 -0.002
H -4.348 2.416 -2.484 0.002 0.001 0.001
H -3.635 3.934 -1.930 0.000 0.002 0.002
C -0.322 2.252 4.365 -0.013 0.017 -0.001
C -0.436 0.748 4.098 0.015 0.007 -0.007
C -0.260 -0.024 5.409 -0.004 -0.002 -0.012
C -1.752 0.401 3.417 -0.003 0.019 -0.003
C -2.931 0.840 4.022 -0.007 -0.021 0.020
C -4.164 0.649 3.434 0.002 0.004 -0.006
C -4.245 0.056 2.181 -0.007 0.011 0.005
C -3.108 -0.387 1.528 0.017 -0.001 -0.007
C -3.190 -0.995 0.138 -0.068 -0.051 -0.007
C -4.544 -0.818 -0.546 0.011 0.001 -0.005
C -2.782 -2.482 0.123 -0.058 -0.138 0.057
C -1.861 -0.268 2.184 -0.005 0.057 -0.022
N -0.715 -0.766 1.512 -0.038 -0.042 0.232
C 0.125 -1.461 2.200 0.035 -0.199 -0.030
C 1.405 -1.893 1.721 -0.057 -0.124 -0.037
C 2.349 -2.638 2.514 0.006 0.042 0.030
C 3.455 -2.757 1.749 -0.003 -0.020 -0.029
C 3.149 -2.079 0.478 0.030 0.043 0.058
N 1.927 -1.595 0.485 -0.009 -0.203 0.070
C 4.137 -1.867 -0.628 -0.028 -0.021 -0.034
C 3.495 -1.155 -1.815 0.019 -0.068 -0.023
C 4.707 -3.221 -1.074 0.008 0.021 0.009
C 5.266 -0.992 -0.055 0.013 0.028 0.017
H 0.671 2.479 4.756 0.002 0.002 0.000
H -1.053 2.589 5.102 -0.016 -0.008 0.011
H -0.455 2.822 3.447 0.003 -0.012 0.047
H 0.386 0.499 3.428 -0.006 -0.004 0.024
H -1.035 0.258 6.126 0.005 -0.002 0.002
H 0.708 0.206 5.857 -0.004 0.004 0.000
H -0.327 -1.105 5.275 0.005 -0.016 -0.022
H -2.872 1.348 4.976 0.007 0.008 0.004
H -5.063 0.985 3.934 -0.002 0.000 -0.001
H -5.212 -0.052 1.709 0.001 -0.008 0.002
H -2.519 -0.398 -0.489 0.030 -0.013 0.178
H -5.327 -1.381 -0.034 0.000 0.001 0.000
H -4.480 -1.193 -1.568 0.000 0.002 -0.002
H -4.843 0.231 -0.593 0.001 0.000 0.002
H -3.654 -3.114 -0.051 -0.026 0.033 0.031
H -2.338 -2.803 1.063 0.050 0.026 -0.015
H -2.085 -2.751 -0.671 -0.167 -0.040 -0.018
H -0.103 -1.781 3.216 -0.058 0.125 0.059
H 2.184 -2.999 3.516 0.000 -0.001 0.000
H 4.384 -3.244 1.995 -0.001 0.001 0.004
H 2.747 -1.792 -2.292 -0.008 0.022 0.019
H 4.260 -0.928 -2.560 0.003 0.018 0.013
H 3.039 -0.217 -1.495 0.002 0.031 -0.004
H 3.925 -3.865 -1.474 -0.002 0.001 0.001
H 5.197 -3.741 -0.248 0.004 -0.004 -0.005
H 5.453 -3.055 -1.853 0.002 -0.004 0.003
H 4.882 -0.026 0.277 -0.005 -0.003 0.005
H 6.014 -0.821 -0.832 0.001 -0.001 0.000
H 5.763 -1.472 0.789 -0.005 -0.002 0.003
F 0.486 -5.371 -3.819 0.003 0.006 -0.005
Te 0.335 -4.584 -2.146 0.013 0.064 -0.120
F 0.022 -4.022 -0.357 0.083 0.001 0.100
F -1.481 -4.200 -2.420 0.013 -0.079 -0.115
F -0.259 -6.246 -1.580 -0.054 0.032 0.097
F 2.020 -5.216 -1.645 -0.007 0.004 0.009
O 0.890 -2.950 -2.622 -0.071 -0.022 0.085
```
Forces are in eV/Å.

## Properties
**Lowest unoccupied orbital energy (spin up / spin down)**: -2.84 / -2.62 eV
**DFT total energy**: -83721.60168 eV
**Total charge**: 0
**Frontier orbital gap (spin up / spin down)**: 5.90 / 6.28 eV
**Max |F|**: 0.0207 hartree/bohr